Record 1
# C6H10O

An isolated molecule of C6H10O (wB97M-V/def2-TZVPD, the OMol25 dataset).

Each line ends with the Löwdin charge.
CARTESIAN COORDINATES (ANGSTROEM)
H1 -1.028181 0.691200 -1.364197  0.13
C1 -0.930148 0.234734 -0.365396  -0.29
H2 -0.017915 -1.956688 0.508223  0.11
C2 0.169167 -1.202703 -0.300235  0.02
H3 -2.095874 -0.578600 1.195911  0.08
H4 0.511504 -1.816967 -1.174365  0.10
O1 2.224645 -0.220919 0.929596  0.00
H5 -2.623646 -0.951421 -0.475750  0.08
H6 2.539493 1.308936 -0.544819  0.11
H7 -2.974251 0.647220 0.242083  0.08
C3 1.091829 -0.099256 0.134508  -0.51
H8 -0.208274 1.106589 1.549359  0.11
H9 2.979377 -0.423545 -1.052368  0.12
C4 2.388914 0.240274 -0.419665  -0.08
C5 -2.251918 -0.172799 0.191708  -0.11
H10 0.180915 2.133258 0.139527  0.12
C6 0.020210 1.075678 0.470652  -0.06

Cartesian forces, eV/Å:
H 0.20 -0.71 0.14
C 0.36 -2.01 -0.53
H -0.49 1.05 -0.42
C -0.73 1.61 -0.02
H -0.26 -0.03 -0.11
H -0.52 1.00 0.40
O 0.69 -0.12 0.23
H -0.40 -0.03 0.29
H 0.48 -0.07 0.09
H 0.04 -0.02 0.01
C -0.50 1.92 0.57
H 0.01 -0.27 -0.39
H -0.35 0.09 0.03
C 0.27 0.25 -0.13
C -0.25 -0.09 0.02
H 0.21 -1.09 0.03
C 1.24 -1.47 -0.22

F_max = 2.1 eV/Å
M = 98.145 g mol⁻¹
ΔE to the lowest compared entry with this formula, charge and spin = 2.5711 eV
highest occupied orbital energy = -9.74 eV

---

Record 2
# C6H10O

A structure of composition C6H10O (wB97M-V/def2-TZVPD, the OMol25 dataset).

Each line ends with the Löwdin charge.
CARTESIAN COORDINATES (ANGSTROEM)
H1 2.866429 0.147929 -1.322806  0.11
C1 1.872271 -0.195030 -1.048599  -0.05
H2 -0.270196 -0.225828 1.616454  0.15
C2 1.796677 -1.125290 0.112376  -0.25
H3 -1.949478 1.776930 0.872389  0.07
C3 1.375563 0.300222 0.288714  -0.14
H4 -1.599230 -0.814010 -0.757122  0.12
C4 -0.012276 -0.285021 0.549622  -0.28
H5 1.182552 -0.331996 -1.879857  0.11
H6 1.845011 1.108939 0.837402  0.13
H7 -3.139701 1.085293 -0.238012  0.07
H8 -0.849355 0.722270 -1.164500  0.11
C5 -2.307665 0.840539 0.430185  -0.11
H9 2.617330 -1.705060 0.523058  0.15
H10 -2.702513 0.216010 1.239691  0.07
O1 0.475215 -1.625701 0.265725  -0.05
C6 -1.200634 0.109804 -0.324720  -0.20

Cartesian forces, eV/Å:
H -0.14 -0.05 0.08
C 0.03 0.01 -0.19
H 0.02 -0.03 -0.16
C 0.36 -0.18 0.04
H -0.03 -0.11 -0.05
C 0.00 0.23 0.15
H 0.03 0.09 0.06
C -0.23 0.21 0.01
H 0.10 0.01 0.15
H -0.10 -0.14 -0.09
H 0.12 -0.02 0.10
H -0.04 -0.11 0.09
C -0.04 0.04 0.06
H -0.12 0.11 -0.08
H 0.06 0.10 -0.10
O -0.03 -0.13 -0.02
C 0.01 -0.02 -0.04

F_max = 0.4 eV/Å
M = 98.145 g mol⁻¹
ΔE to the lowest compared entry with this formula, charge and spin = 1.7768 eV
highest occupied orbital energy = -9.22 eV

---

Question: Among the records above, which one has the lowest highest occupied orbital energy?
Answer: number 1